#i
Formula: C3H7N3O
Source: OMol25
Level of theory: ωB97M-V with the def2-TZVPD basis set

Cartesian coordinates (Å):
C1 -1.73356 -1.41595 -1.95034
C2 -0.70809 -0.51453 -1.91943
C3 0.88849 1.40122 2.14499
N1 0.48340 0.94650 0.05163
N2 0.47169 -0.61375 -1.22350
N3 0.95052 0.41669 1.05975
O1 1.45435 -0.70120 1.25503
H1 -2.61205 -1.18908 -2.58120
H2 -1.79366 -2.09287 -1.04018
H3 -0.76820 0.25387 -2.70290
H4 1.80034 1.36253 2.84112
H5 0.89509 2.42493 1.63192
H6 0.04174 1.12372 2.88087
H7 0.62994 -1.40206 -0.44774

* LUMO level (spin up / spin down): -0.6 / -0.5 eV
* HOMO level (spin up / spin down): -8.7 / -8.8 eV
* orbital gap (spin up / spin down): 8.16 / 8.32 eV
* charge: 0

=====

#ii
Formula: C3H7N3O
Source: OMol25
Level of theory: ωB97M-V with the def2-TZVPD basis set

Cartesian coordinates (Å):
C1 2.30740 -0.70002 -1.14096
C2 0.86609 -0.03627 -0.61996
O1 0.87045 1.15378 -0.43727
N1 -0.16274 -0.95637 -0.52161
N2 -1.34173 -0.92784 0.24968
C3 -1.75215 0.07199 0.99203
N3 -1.12615 1.30332 1.46001
H1 3.09202 -0.61950 -0.28702
H2 2.44624 -1.76982 -1.40496
H3 2.74343 -0.07712 -2.08726
H4 -0.03586 -1.93920 -0.81696
H5 -2.87572 -0.35585 1.28726
H6 -2.00373 1.78861 2.18176
H7 -0.44370 1.79464 0.92206

* LUMO level: 0.8 eV
* HOMO level: -8.6 eV
* SMILES string: CC(=O)N/N=C\N
* orbital gap: 9.40 eV
* charge: 0

=====

#iii
Formula: C3H7N3O
Source: OMol25
Level of theory: ωB97M-V with the def2-TZVPD basis set

Cartesian coordinates (Å):
C1 1.86719 0.95590 -0.56901
N1 1.78523 -0.46872 -0.81961
C2 1.17363 -1.31834 -0.21861
N2 0.52679 -2.27366 0.24985
C3 -1.34135 0.24277 0.24403
O1 -1.90774 -0.91310 0.57908
N3 -2.29085 1.18034 0.21744
H1 2.61452 1.15885 0.20500
H2 0.88472 1.31312 -0.24190
H3 2.17629 1.46195 -1.48612
H4 -1.19220 -1.58604 0.54188
H5 1.01608 -2.85086 0.92492
H6 -2.04485 2.12176 -0.03794
H7 -3.26747 0.97604 0.41098

* LUMO level: 1.0 eV
* HOMO level: -8.6 eV
* orbital gap: 9.67 eV
* charge: 0

=====

#iv
Formula: C3H7N3O
Source: OMol25
Level of theory: ωB97M-V with the def2-TZVPD basis set

Cartesian coordinates (Å):
C1 -0.51725 -0.09829 -0.54884
C2 -1.91383 0.57986 -0.76665
C3 1.98273 0.51149 0.63571
N1 0.51645 0.64104 -1.18580
N2 0.24926 -2.22907 0.23681
N3 1.58485 0.97341 -0.74119
O1 -0.65777 -1.23355 0.05555
H1 -0.18134 -2.85727 0.94760
H2 -1.70005 1.60355 -1.18489
H3 -2.38321 0.47437 0.29675
H4 -2.46091 0.26679 -1.67163
H5 1.81416 -0.61322 0.76570
H6 3.09116 0.93481 0.81358
H7 1.28955 0.90767 1.32223

* LUMO level (spin up / spin down): -0.3 / -0.5 eV
* HOMO level (spin up / spin down): -8.7 / -7.8 eV
* orbital gap (spin up / spin down): 8.44 / 7.37 eV
* charge: 0

=====

Stability, highest: #iii

=====

#i
Formula: C3H7N3O
Source: OMol25
Level of theory: ωB97M-V with the def2-TZVPD basis set

Cartesian coordinates (Å):
H1 0.67513 -3.73018 0.55091
N1 0.08438 -2.90858 0.66129
C1 0.64068 -1.90017 0.12739
N2 0.01174 -0.66259 0.16147
C2 0.49978 0.50821 -0.38581
O1 1.70096 0.32266 -0.97740
N3 -0.01480 1.66571 -0.39958
C3 -1.29685 1.93195 0.20957
H2 1.60583 -1.88053 -0.38155
H3 -0.88195 -0.64182 0.63301
H4 1.92211 1.20740 -1.31122
H5 -1.24035 1.94307 1.30770
H6 -2.08172 1.21867 -0.08776
H7 -1.62494 2.92620 -0.10802

* LUMO level: 0.8 eV
* HOMO level: -9.2 eV
* SMILES string: [H]/N=C/N/C(O)=N\C
* orbital gap: 10.00 eV
* charge: 0

=====

#ii
Formula: C3H7N3O
Source: OMol25
Level of theory: ωB97M-V with the def2-TZVPD basis set

Cartesian coordinates (Å):
C1 -0.84372 1.97060 1.33356
N1 -1.31752 1.06849 0.14576
C2 -0.28184 0.38091 -0.63204
O1 0.09200 0.83494 -1.68556
N2 0.18982 -0.75133 -0.03386
C3 1.16012 -1.55384 -0.63684
N3 1.54659 -2.60845 -0.05631
H1 -0.03557 2.55226 0.86230
H2 -0.35541 1.24497 2.00659
H3 -1.79775 1.68098 -0.51330
H4 -2.00924 0.42035 0.52237
H5 -0.07743 -0.99338 0.91178
H6 1.48463 -1.16168 -1.60220
H7 2.24532 -3.08484 -0.62223

* LUMO level: 0.4 eV
* HOMO level: -7.3 eV
* orbital gap: 7.69 eV
* charge: 0

=====

Stability, highest: #i

=====

#i
Formula: C3H7N3O
Source: OMol25
Level of theory: ωB97M-V with the def2-TZVPD basis set

Cartesian coordinates (Å):
C1 1.70634 -0.43688 0.47632
C2 -0.91442 -0.28045 -0.17834
C3 -0.49231 1.14521 -0.54506
N1 -1.23593 -0.38757 1.17076
O1 0.83501 -0.32874 -0.62116
N2 -1.62419 -0.91573 -1.05361
N3 -0.53962 2.16286 -1.13337
H1 -0.49275 -0.37853 1.85269
H2 -1.84827 -1.16584 1.37819
H3 -1.24006 -0.85975 -1.99061
H4 -0.04251 2.84409 -1.67375
H5 1.62401 0.41016 1.18131
H6 2.73450 -0.44164 0.10129
H7 1.53020 -1.36718 1.03536

* LUMO level: 0.5 eV
* HOMO level: -8.3 eV
* orbital gap: 8.80 eV
* charge: 0

=====

#ii
Formula: C3H7N3O
Source: OMol25
Level of theory: ωB97M-V with the def2-TZVPD basis set

Cartesian coordinates (Å):
H1 -3.79299 0.44448 -0.82037
N1 -2.82945 0.76112 -0.77688
C1 -2.08020 -0.15885 -0.32883
N2 -0.72264 0.08100 -0.16670
C2 0.17594 -0.94901 0.09200
O1 -0.17221 -2.11869 0.12884
N3 1.47222 -0.57434 0.31638
C3 2.04169 0.75490 0.38144
H2 -2.37901 -1.16151 -0.01986
H3 -0.40824 0.98502 -0.48635
H4 2.08321 -1.37070 0.42068
H5 1.35612 1.44301 0.89050
H6 2.29425 1.16056 -0.60616
H7 2.96132 0.70303 0.97531

* LUMO level: 0.7 eV
* HOMO level: -9.7 eV
* SMILES string: [H]/N=C/NC(=O)NC
* orbital gap: 10.48 eV
* charge: 0

=====

#iii
Formula: C3H7N3O
Source: OMol25
Level of theory: ωB97M-V with the def2-TZVPD basis set

Cartesian coordinates (Å):
H1 0.27884 2.33132 0.09133
N1 -0.39001 1.55868 0.14461
C1 0.14815 0.43367 -0.22189
C2 1.63571 0.29257 -0.36906
C3 -0.55753 -1.11214 0.31326
N2 -0.33144 -1.51972 1.46288
H2 0.55562 -1.48402 1.95924
N3 -1.39272 -0.62506 -0.90989
O1 -2.48979 0.13985 -0.47086
H3 2.18930 1.20306 -0.12068
H4 1.93407 0.01642 -1.38351
H5 2.09508 -0.46191 0.27416
H6 -1.60344 -1.75800 -0.59206
H7 -2.07184 0.98529 -0.17752

* LUMO level: 0.2 eV
* HOMO level: -7.5 eV
* SMILES string: [H]/N=C(C)/C(=N\[H])NO
* orbital gap: 7.80 eV
* charge: 0

=====

#iv
Formula: C3H7N3O
Source: OMol25
Level of theory: ωB97M-V with the def2-TZVPD basis set

Cartesian coordinates (Å):
C1 1.38513 1.57986 -0.14978
N1 1.25765 0.15096 -0.06849
C2 0.30285 -0.67953 0.06561
N2 0.64250 -2.00779 0.10167
C3 -1.25925 -0.64285 0.18081
N3 -1.98320 0.44403 -0.17577
O1 -1.80453 -1.66473 0.56749
H1 2.45626 1.80030 -0.02737
H2 0.85554 2.18321 0.61101
H3 1.12713 1.99333 -1.13942
H4 -0.04260 -2.65194 0.46682
H5 1.62517 -2.14850 0.26107
H6 -1.56946 1.29575 -0.50666
H7 -2.99318 0.34790 -0.18698

* LUMO level: 0.9 eV
* HOMO level: -8.9 eV
* SMILES string: C/N=C(/N)C(N)=O
* orbital gap: 9.71 eV
* charge: 0

=====

Stability, highest: #ii

=====

#i
Formula: C3H7N3O
Source: OMol25
Level of theory: ωB97M-V with the def2-TZVPD basis set

Cartesian coordinates (Å):
H1 1.40899 -1.30729 -3.36117
N1 0.70732 -1.37313 -2.62631
C1 0.68945 -0.29188 -1.99172
O1 -0.21467 -0.13961 -0.95234
C2 0.40691 0.04443 0.24454
N2 1.68022 0.00040 0.28912
H2 2.03558 0.09885 1.23400
N3 -0.47658 0.20629 1.27794
C3 -1.90962 0.38040 1.14739
H3 1.30171 0.59722 -2.15684
H4 -0.05339 0.51916 2.13931
H5 -2.28036 -0.24740 0.33462
H6 -2.20005 1.42154 0.94734
H7 -2.38958 0.05874 2.07815

* LUMO level: 0.8 eV
* HOMO level: -9.2 eV
* SMILES string: [H]/N=C/O/C(=N/[H])NC
* orbital gap: 10.02 eV
* charge: 0

=====

#ii
Formula: C3H7N3O
Source: OMol25
Level of theory: ωB97M-V with the def2-TZVPD basis set

Cartesian coordinates (Å):
C1 -1.08775 -0.82337 -1.18486
C2 -0.41644 1.72651 -0.63691
C3 1.91197 -0.56315 1.28602
N1 -0.98270 -1.50990 0.00424
N2 -0.73415 0.32291 -0.49068
N3 -0.68166 -0.34539 0.73040
O1 -1.45439 -1.14885 -2.27936
H1 0.13622 2.19708 0.23239
H2 0.42183 1.79494 -1.37282
H3 -1.41940 2.41105 -0.84313
H4 1.86439 0.32348 0.61364
H5 1.86514 -0.44024 2.32115
H6 1.78482 -1.58784 1.21544
H7 -1.20788 -2.35725 0.40449

* LUMO level (spin up / spin down): 0.0 / 0.4 eV
* HOMO level (spin up / spin down): -8.5 / -8.3 eV
* orbital gap (spin up / spin down): 8.59 / 8.75 eV
* charge: 0

=====

#iii
Formula: C3H7N3O
Source: OMol25
Level of theory: ωB97M-V with the def2-TZVPD basis set

Cartesian coordinates (Å):
H1 -4.08858 -0.49396 -0.66373
N1 -3.34853 -0.34891 0.01882
C1 -2.24388 -0.15737 -0.57745
N2 -1.09171 0.06391 0.15542
C2 0.16492 0.11887 -0.44173
O1 0.30940 0.06657 -1.65171
N3 1.19528 0.24422 0.44677
C3 2.57107 0.12495 0.01303
H2 -2.05918 -0.14257 -1.65348
H3 -1.20393 0.03680 1.15959
H4 1.00100 0.20448 1.43463
H5 2.57102 0.14349 -1.07739
H6 3.01585 -0.81832 0.35170
H7 3.17341 0.95930 0.38540

* LUMO level: 0.8 eV
* HOMO level: -9.6 eV
* SMILES string: [H]/N=C/NC(=O)NC
* orbital gap: 10.39 eV
* charge: 0

=====

Stability, highest: #iii

=====

#i
Formula: CH5NO2Si
Source: OMol25
Level of theory: ωB97M-V with the def2-TZVPD basis set

Cartesian coordinates (Å):
C1 1.29896 -0.47467 -0.02028
N1 1.09367 1.84147 -1.11552
O1 1.00892 2.70415 -0.35781
O2 0.08483 -1.03028 0.34032
Si1 -1.37627 -0.62855 0.33591
H1 1.55149 0.58529 0.01919
H2 2.10376 -1.31687 0.11473
H3 -2.11568 0.47147 1.02481
H4 -1.60184 -0.25646 -1.08940
H5 -2.04785 -1.89554 0.74806

* LUMO level (spin up / spin down): 0.0 / -0.6 eV
* HOMO level (spin up / spin down): -8.4 / -8.9 eV
* orbital gap (spin up / spin down): 8.38 / 8.32 eV
* charge: 0

=====

#ii
Formula: CH5NO2Si
Source: OMol25
Level of theory: ωB97M-V with the def2-TZVPD basis set

Cartesian coordinates (Å):
C1 1.57316 -0.18583 0.10716
N1 0.37977 -0.44014 -0.00646
O1 -0.06296 -1.71076 0.01215
O2 -2.19918 -0.22073 -0.02939
Si1 -1.16475 0.89445 -0.08391
H1 1.98987 0.87362 0.03140
H2 2.28201 -1.02542 -0.05437
H3 -0.91283 1.68728 -1.25444
H4 -0.99119 -1.68081 0.23496
H5 -0.89390 1.80831 1.04290

* LUMO level: 0.1 eV
* HOMO level: -9.6 eV
* orbital gap: 9.69 eV
* charge: 0

=====

Stability, highest: #ii

=====

#i
Formula: C8H10O
Source: OMol25
Level of theory: ωB97M-V with the def2-TZVPD basis set

Cartesian coordinates (Å):
C1 -1.48972 -0.77603 -0.81411
C2 -1.47676 0.43648 0.21611
C3 -0.65837 -0.46476 1.11853
C4 -0.05683 -0.97563 -0.21766
C5 1.33048 -1.50199 -0.16393
C6 2.20010 -0.48717 -0.02217
C7 0.76516 1.70663 -0.16194
C8 -0.58957 1.63361 -0.14459
H1 -2.22629 -1.53199 -0.57574
H2 -1.55432 -0.54056 -1.87623
H3 -2.45001 0.76695 0.56421
H4 -0.00336 0.05043 1.83735
H5 -1.22516 -1.24745 1.62950
H6 0.36813 -0.16355 -0.85954
H7 1.70789 -2.50901 -0.06828
H8 3.25910 -0.56367 0.15564
H9 1.25043 2.66559 -0.36581
H10 -1.06009 2.60624 -0.24633
O1 1.90919 0.89586 -0.00500

* LUMO level: 1.0 eV
* HOMO level: -8.4 eV
* orbital gap: 9.40 eV
* charge: 0

=====

#ii
Formula: C8H10O
Source: OMol25
Level of theory: ωB97M-V with the def2-TZVPD basis set

Cartesian coordinates (Å):
C1 -2.16635 0.42246 0.05765
C2 -1.33991 0.64479 1.16291
C3 -0.81671 -1.65295 0.51850
C4 -0.23762 -0.34208 1.13847
C5 -0.22903 -0.10837 -1.28987
C6 -1.49400 -0.82743 -0.64188
C7 0.47966 0.27193 -0.00550
C8 1.53393 1.31622 -0.04136
O1 -3.18118 0.99983 -0.23460
H1 -0.08286 -2.31090 -0.03013
H2 -1.49363 -2.22143 1.06868
H3 -1.29841 1.42445 1.86526
H4 0.34907 -0.42751 2.03905
H5 0.42574 -0.78772 -2.05063
H6 -0.65191 0.72104 -1.71455
H7 -2.17357 -1.23872 -1.28099
H8 1.91736 1.39223 1.02943
H9 1.18873 2.19992 -0.50096
H10 2.23363 1.00066 -0.69405

* LUMO level (spin up / spin down): -0.2 / -0.2 eV
* HOMO level (spin up / spin down): -8.0 / -8.0 eV
* orbital gap (spin up / spin down): 7.76 / 7.76 eV
* charge: 0

=====

Stability, highest: #ii

=====

#i
Formula: ClFH2Si
Source: OMol25
Level of theory: ωB97M-V with the def2-TZVPD basis set

Cartesian coordinates (Å):
F1 0.39390 -1.58687 -0.01289
Si1 0.11210 -0.01782 0.08123
Cl1 1.84983 0.90672 -0.02484
H1 -0.67799 0.21506 1.26049
H2 -1.67785 0.48290 -1.30399

* LUMO level: -0.3 eV
* HOMO level: -9.7 eV
* orbital gap: 9.43 eV
* charge: 0

=====

#ii
Formula: ClFH2Si
Source: OMol25
Level of theory: ωB97M-V with the def2-TZVPD basis set

Cartesian coordinates (Å):
F1 -0.07701 -3.26616 -1.28795
Si1 0.48711 -1.72110 -1.48531
Cl1 0.53780 3.17414 1.24994
H1 -0.84415 -1.30985 -0.88389
H2 -0.10375 3.12297 2.40720

* LUMO level: -0.7 eV
* HOMO level: -9.3 eV
* orbital gap: 8.59 eV
* charge: 0

=====

Stability, highest: #i

=====

#i
Formula: C2H9NS
Source: OMol25
Level of theory: ωB97M-V with the def2-TZVPD basis set

Cartesian coordinates (Å):
C1 1.44182 -1.31886 0.19834
C2 1.06398 0.01235 -0.43108
N1 0.29360 0.90561 0.53775
H1 2.31033 -1.73414 -0.21519
H2 0.65278 -2.03841 0.00440
H3 1.44508 -1.34065 1.37651
H4 0.49038 0.01348 -1.42043
H5 2.04132 0.61738 -0.61242
H6 0.98276 1.55438 0.83858
H7 -0.55157 1.45325 0.14967
S1 -3.26235 0.40527 0.38422
H8 -3.38932 1.69648 -0.08682
H9 -3.51880 -0.22614 -0.72353

* LUMO level: 0.8 eV
* HOMO level: -9.0 eV
* SMILES string: CCN.S
* orbital gap: 9.80 eV
* charge: 0

=====

#ii
Formula: C2H9NS
Source: OMol25
Level of theory: ωB97M-V with the def2-TZVPD basis set

Cartesian coordinates (Å):
H1 1.40922 1.03415 3.39666
H2 2.10956 0.79624 3.22852
C1 0.61043 -0.60194 0.92606
C2 -0.04105 -1.23275 -0.23096
S1 1.35450 -0.28522 -0.78749
H3 0.21054 0.30581 1.40067
H4 1.34544 -1.08684 1.59731
H5 -0.88978 -0.70764 -0.51031
H6 -0.03098 -2.33489 -0.62007
N1 -3.03276 1.68905 -0.06950
H7 -2.56314 2.40641 -0.60985
H8 -2.20666 1.11644 0.18199
H9 -3.24318 2.21857 0.85078

* LUMO level: 0.9 eV
* HOMO level: -8.8 eV
* SMILES string: [H][H].C1CS1.N
* orbital gap: 9.64 eV
* charge: 0

=====

Stability, highest: #i